77
Properties=species:S:1:pos:R:3:forces:R:3 method="wB97M-V/def2-TZVPD" largest_force_ev_per_a=2.4 de_lowest_kcal_mol=0.0 s2=8.76 lumo_energy_ev="0.068 / -1.155" multiplicity=6 total_charge=0 orbital_gap_ev="8.65 / 7.40"
C 1.76492 -2.41765 -2.28905 0.02 0.19 -0.37
C 1.62563 -2.73974 -0.83725 0.70 -0.51 1.06
H 2.73024 -2.73637 -2.69753 -0.32 0.15 0.04
H 1.65223 -1.33408 -2.44746 0.06 -0.24 -0.01
H 0.97119 -2.90566 -2.87505 0.15 0.08 0.15
C 2.56245 -3.36723 -0.10110 -0.56 0.25 -0.61
C 3.87230 -3.87384 -0.61140 0.41 -0.16 0.02
H 2.37026 -3.57581 0.94883 -0.09 0.07 -0.11
H 4.13262 -3.48156 -1.60000 -0.02 -0.12 0.26
H 3.87134 -4.97291 -0.67114 0.01 0.23 0.00
H 4.68107 -3.60394 0.08319 -0.14 -0.05 -0.17
Fe -0.83803 0.43671 -0.97209 1.53 -0.97 1.36
Cl -2.53742 -0.88615 -1.49203 0.02 0.14 -0.18
Cl 0.59823 1.65439 -2.10977 -0.54 -0.16 0.13
C -2.24811 -0.73265 2.68026 0.36 0.45 -0.12
O -1.65963 0.30248 2.35240 -0.62 -0.95 0.19
N -2.44020 -1.14733 3.95545 -0.06 0.16 -0.08
C -2.01687 -0.32013 5.07269 0.02 -0.14 0.09
C -3.15688 -2.36860 4.28511 0.00 0.17 -0.06
H -2.68025 -1.42923 1.92910 0.18 0.18 0.23
H -1.54795 0.58830 4.68584 -0.11 -0.21 0.10
H -1.30651 -0.87448 5.70505 -0.10 0.16 -0.19
H -2.88707 -0.06628 5.69719 0.20 0.03 -0.17
H -3.38335 -2.91801 3.36749 0.05 0.06 0.17
H -4.09217 -2.13335 4.81258 0.13 -0.04 -0.12
H -2.54601 -3.00480 4.93874 -0.08 0.11 -0.20
H 3.05241 -0.07742 -0.60759 -0.10 0.28 0.11
H 3.21425 -1.18032 1.86683 0.06 0.18 0.04
C 3.10161 0.88689 -0.07582 0.09 -0.08 -0.26
C 3.33311 -0.12401 2.14705 -0.09 -0.05 -0.07
N 2.57357 0.73757 1.26334 -0.46 0.40 0.43
H 2.51985 1.63216 -0.62657 0.27 -0.27 0.29
C 1.41366 1.32976 1.66659 0.26 0.11 -0.68
O 0.72037 2.08336 0.98071 0.48 -0.70 0.53
H 2.98817 0.02096 3.17470 0.13 -0.10 -0.08
H 1.14659 1.06625 2.70984 0.01 0.10 -0.23
H 4.15896 1.18279 -0.01673 -0.22 0.05 -0.01
H 4.40015 0.11951 2.07444 -0.19 0.06 0.13
O 0.40116 -0.84297 -0.22366 -1.18 2.06 -0.24
C 0.33713 -2.22202 -0.21656 -0.71 -0.76 -0.05
C 0.59913 -2.29972 2.31604 0.25 0.13 0.25
C 0.00271 -2.80352 1.16812 0.09 -0.02 -0.63
H 1.17550 -1.37070 2.23665 -0.29 -0.53 0.06
C 0.49116 -2.98569 3.52927 -0.21 0.02 -0.25
H -0.46678 -2.54200 -0.90217 -0.02 -0.13 0.19
C -0.83402 -3.92011 1.25807 0.24 0.03 -0.07
H 1.03071 -2.61699 4.40553 -0.25 -0.14 -0.21
C -0.28669 -4.14747 3.59837 0.12 0.13 0.03
C -0.97550 -4.59823 2.46838 0.01 0.07 0.05
H -1.33571 -4.26202 0.34751 0.14 -0.01 0.35
H -0.35480 -4.69398 4.54049 -0.02 0.11 -0.26
H -1.60800 -5.48865 2.52686 0.22 0.31 0.00
Si 0.45646 2.96936 -5.10059 0.48 0.05 -0.84
Cl 1.42471 1.08410 -4.89422 -0.02 0.62 -0.82
C 1.24731 4.32542 -4.07192 0.13 -0.06 0.20
C -1.35232 2.72193 -4.77614 -0.20 -0.17 0.12
C 0.70665 3.46736 -6.91954 -0.09 -0.14 0.16
H 1.58248 3.95807 -3.09639 -0.02 0.13 -0.18
H 0.53110 5.14187 -3.89157 0.09 -0.23 -0.10
H 2.10870 4.75306 -4.60495 -0.20 -0.16 0.14
H 1.74569 3.77095 -7.11059 -0.22 -0.16 0.07
H 0.06423 4.31840 -7.19399 0.11 -0.18 0.17
H 0.45691 2.63543 -7.59198 0.09 0.18 0.15
H -1.52410 2.26859 -3.79637 -0.01 0.03 -0.15
H -1.77717 2.06585 -5.54453 0.03 0.09 0.13
H -1.88323 3.67822 -4.80473 0.05 -0.02 -0.06
Br -1.86107 6.21211 -0.94876 -0.10 -0.43 0.24
C -2.41779 4.48828 -0.35329 0.14 -0.41 0.09
C -3.63577 4.31243 0.29862 0.23 -0.43 -0.11
C -4.02454 3.00725 0.61905 0.30 0.19 -0.14
C -3.19621 1.94658 0.26766 -0.11 0.00 -0.07
N -2.01441 2.12622 -0.33917 0.12 0.73 0.20
C -1.59744 3.38634 -0.60633 -0.89 -0.08 0.11
H -4.24869 5.17375 0.53668 -0.04 -0.13 -0.03
H -4.96653 2.79662 1.11659 0.17 0.13 -0.08
H -3.48578 0.91023 0.45348 0.12 0.43 -0.06
H -0.62987 3.50608 -1.06674 0.03 -0.10 0.02

=====

95
Properties=species:S:1:pos:R:3:forces:R:3 method="wB97M-V/def2-TZVPD" largest_force_ev_per_a=13.1 lumo_energy_ev=-2.877 multiplicity=1 total_charge=0 orbital_gap_ev=1.95
C 7.01634 -1.17043 4.15582 -0.65 0.38 0.36
C 6.52198 0.27340 3.64539 0.27 -0.74 -1.49
O 6.24489 0.49769 2.37151 1.53 0.21 2.86
O 6.34356 1.32935 4.63296 -1.75 -0.84 -0.80
C 5.03493 1.02575 5.20364 -0.25 -1.97 2.82
O 5.00829 0.43550 6.33298 -0.05 2.32 -3.97
C 3.67453 1.35815 4.43941 0.95 -1.03 -0.26
P 3.28379 3.20428 4.28920 0.60 -0.36 0.72
Cl 1.37695 3.53127 5.23822 0.89 0.08 -0.56
C 4.55316 4.14964 5.34170 1.04 1.40 0.30
C 4.70651 5.71570 4.90473 0.98 -0.12 0.87
C 5.87245 6.38237 5.84634 -0.68 -0.36 0.46
Cl 7.27972 7.01709 4.80415 -1.24 -0.41 0.89
C 3.20603 3.81338 2.50450 0.96 -0.08 -1.12
C 2.52584 2.78581 1.46454 -0.29 0.11 -0.64
C 0.91304 2.74794 1.50545 -0.54 -0.06 -0.40
C 0.29482 1.29319 1.87296 -0.76 1.06 -1.08
O 1.08901 0.53503 2.83489 -1.73 0.21 1.73
C 0.32380 0.29539 4.02014 -0.32 -3.80 0.92
O 0.14376 -0.87863 4.44847 1.20 5.28 -1.71
H 6.68442 -1.98418 3.41985 0.44 1.36 0.92
H 8.16698 -1.24220 4.27978 -1.93 0.24 -0.11
H 6.52464 -1.38252 5.17442 0.87 0.32 -1.39
H 3.71814 0.91120 3.37927 -0.08 0.78 1.49
H 2.81273 0.86587 5.01972 1.35 0.76 -0.79
H 5.62670 3.70881 5.25631 -1.99 0.35 -0.09
H 4.28129 4.13191 6.47078 0.08 -0.33 -2.02
H 3.75203 6.31986 5.10035 1.30 -1.04 -0.67
H 5.10600 5.78528 3.83366 -0.99 -0.01 1.48
H 5.42509 7.23637 6.49018 1.04 -1.32 -1.33
H 6.34395 5.61274 6.55857 -0.75 1.17 -1.19
H 2.72961 4.86920 2.45918 0.58 -1.82 0.28
H 4.31288 3.94348 2.15249 -1.84 -0.23 0.93
H 2.96943 1.71230 1.51251 -0.68 1.97 0.17
H 2.81710 3.17171 0.39635 -0.30 -0.68 2.01
H 0.44452 3.58974 2.15798 1.00 -1.54 -0.90
H 0.53305 2.97282 0.42782 0.52 -0.43 1.89
H 0.25778 0.67938 0.90505 0.05 0.75 1.56
H -0.78763 1.42026 2.24884 1.66 -0.12 -0.74
H -0.09064 1.22627 4.57981 0.62 -1.40 -1.23
C -3.58671 1.61622 1.37847 -0.19 0.30 0.24
O -3.85334 0.64262 0.67086 0.26 -0.61 0.14
O -2.69676 2.46752 1.12297 1.16 0.34 -0.76
O -4.16301 1.90006 2.45703 -0.74 -0.36 0.65
C -6.72370 -0.97277 -2.81019 -0.77 -0.22 0.05
C -5.27456 -1.26152 -3.03866 -0.08 -0.49 0.48
O -4.64752 0.02333 -2.83420 -1.90 -1.79 5.13
C -5.46214 0.66399 -1.94057 0.29 1.66 1.55
O -5.14039 1.63466 -1.32173 -0.75 -0.71 -1.27
O -6.68420 0.05740 -1.83511 0.37 0.13 -0.19
F -5.05511 -1.67011 -4.34308 -3.29 -6.11 3.30
H -7.22671 -0.60379 -3.70910 0.27 -0.07 -0.08
H -7.26647 -1.84274 -2.43612 0.07 0.17 0.13
H -4.84526 -1.99154 -2.34743 0.11 0.08 -0.28
O 3.07295 5.15223 -0.93526 -0.01 0.24 0.40
H 3.61000 5.92553 -1.25470 0.19 0.28 -0.17
H 3.28601 4.32529 -1.44691 0.10 -0.42 -0.27
H 2.09988 5.35315 -0.95877 -0.29 0.02 -0.05
C -0.93655 -3.59397 2.60228 0.93 0.17 -0.09
C -2.18011 -2.69168 2.48050 0.26 -0.17 -0.89
C -3.26478 -2.92278 3.53082 -0.83 0.58 0.42
F -3.78641 -4.16528 3.46457 0.08 0.04 -0.09
F -4.29954 -2.06616 3.33781 0.37 0.03 -0.12
F -2.68462 -2.79675 1.22650 -0.11 -0.14 0.32
F -1.74760 -1.40325 2.60300 -0.24 -0.22 0.28
O -0.89087 -4.73766 1.73894 -1.36 -0.72 0.57
C -1.52177 -5.91452 2.20471 1.46 1.28 0.52
C -2.66395 -6.36664 1.28992 -0.64 -0.10 -0.51
F -3.63582 -5.42967 1.21298 0.38 -0.05 0.06
F -3.24745 -7.49499 1.76563 0.38 0.05 0.18
F -1.90967 -5.74822 3.48426 -0.17 -0.54 -0.29
F -0.55687 -6.86671 2.22848 -0.41 -0.15 -0.31
H -0.08670 -2.98440 2.27943 -0.27 -0.03 -0.11
H -0.70737 -3.85453 3.63943 -0.32 0.01 -0.12
H -2.88059 -2.75650 4.54133 0.19 0.00 -0.07
H -2.30134 -6.56214 0.27825 0.21 0.02 0.10
Cl -4.22519 -0.03246 -4.80092 5.52 7.71 -9.09
Li 8.34805 1.04952 2.29763 -1.26 -0.30 0.01
O -2.73190 -2.30591 -11.89694 0.05 0.22 0.77
C -2.99484 -2.16576 -10.71802 0.26 -0.19 -0.26
O -2.47057 -1.13956 -10.02719 -0.05 0.19 -0.71
C -2.87863 -0.76469 -8.69962 0.03 -0.09 0.47
C -2.11408 -1.54943 -7.65447 0.12 -0.20 0.05
C -3.82528 -3.18310 -9.98918 -0.73 0.02 -0.03
H -3.96113 -0.85147 -8.58038 0.10 -0.09 -0.04
H -2.64205 0.29720 -8.59537 0.01 -0.15 -0.27
H -2.31256 -2.62091 -7.73170 -0.08 0.06 0.04
H -2.38741 -1.21844 -6.65035 -0.08 0.04 -0.08
H -1.03691 -1.41655 -7.78874 -0.10 0.09 -0.03
H -3.17882 -3.98832 -9.63518 -0.05 0.08 0.01
H -4.55901 -3.59395 -10.68716 0.29 -0.07 -0.02
H -4.39346 -2.77088 -9.15801 0.21 -0.05 0.14
O -3.56092 -5.13031 -13.08454 0.21 -0.03 -0.09
H -3.15765 -5.16740 -13.96057 -0.11 0.01 0.17
H -3.10007 -4.40145 -12.64553 -0.12 0.20 -0.06

=====

69
Properties=species:S:1:pos:R:3:forces:R:3 method="wB97M-V/def2-TZVPD" largest_force_ev_per_a=1.5 s2=3.76 lumo_energy_ev="-6.051 / -6.919" multiplicity=4 total_charge=+2 orbital_gap_ev="8.24 / 7.54"
Co 0.07081 0.32818 0.32086 -0.21 -0.15 -0.18
C -2.71250 1.50233 -0.82741 -0.08 0.00 0.02
C -1.81465 0.33516 -1.11714 0.09 -0.26 -0.34
C -0.76915 0.46501 -2.05574 -0.48 -0.40 -0.10
C -0.13667 -0.66296 -2.60142 -0.15 -0.04 0.25
C 0.83952 -0.53160 -3.72345 0.13 0.03 -0.03
C -0.47199 -1.92124 -2.11261 -0.22 0.34 0.17
C -1.46613 -2.08512 -1.14713 -0.14 0.34 0.00
C -1.82541 -3.45055 -0.66351 0.03 -0.13 0.00
C -2.15059 -0.95928 -0.68393 0.16 -0.02 -0.31
H -3.11733 1.47337 0.18128 -0.02 0.03 0.10
H -3.55560 1.45633 -1.51815 -0.05 0.08 0.02
H -2.21017 2.45258 -0.99439 0.03 0.09 0.04
H -0.60619 1.43160 -2.51432 0.14 0.10 0.11
H 1.85922 -0.50448 -3.33845 0.14 0.01 -0.06
H 0.65901 0.37325 -4.29876 0.04 0.04 -0.06
H 0.76863 -1.38596 -4.39412 0.03 0.02 -0.02
H -0.00292 -2.79349 -2.54305 0.10 -0.14 -0.02
H -2.65808 -3.43022 0.03666 -0.03 -0.03 -0.02
H -0.96919 -3.91151 -0.16615 -0.02 -0.07 0.00
H -2.08729 -4.08500 -1.50948 -0.05 -0.10 0.05
H -3.03224 -1.09540 -0.07223 0.04 0.05 0.15
C 3.49048 1.14232 -0.19825 -0.29 -0.05 -0.02
P 1.78047 1.73773 -0.45992 1.13 1.01 -0.16
C 1.91107 2.61083 -2.05762 -0.18 -0.33 0.04
C 1.68673 3.19114 0.67543 0.00 -0.21 -0.16
C 1.60191 2.74212 2.12433 -0.17 -0.15 -0.07
P 0.17595 1.59123 2.38613 0.15 0.88 0.90
C 0.67634 0.82843 3.97610 -0.10 -0.20 -0.31
C -1.14767 2.74295 2.90582 0.06 -0.18 -0.20
H 4.19221 1.95863 -0.37434 -0.01 -0.02 0.04
H 3.70993 0.33031 -0.89006 0.01 -0.03 0.00
H 3.60473 0.77005 0.81832 0.08 -0.04 0.02
H 2.78078 3.26752 -2.02363 -0.01 -0.01 0.03
H 1.02135 3.21192 -2.23272 -0.05 0.03 -0.04
H 2.03357 1.90568 -2.87497 0.00 -0.01 -0.09
H 0.80682 3.77928 0.39712 0.05 0.02 -0.05
H 2.57296 3.80890 0.50678 -0.10 0.04 -0.03
H 1.49073 3.60032 2.79246 0.05 -0.12 0.04
H 2.51674 2.21412 2.40360 -0.03 0.01 0.10
H 1.18692 1.58375 4.57410 -0.04 0.01 0.00
H 1.35703 -0.00348 3.79657 0.01 -0.01 0.05
H -0.18762 0.46461 4.52907 -0.02 -0.04 -0.01
H -0.81483 3.30511 3.77798 0.03 0.01 0.00
H -2.05051 2.19463 3.16593 -0.07 -0.04 -0.02
H -1.38099 3.43597 2.09886 -0.04 0.03 -0.02
C -1.95498 -4.69012 6.47853 -0.12 -0.16 0.19
C -1.38635 -4.13119 5.23012 0.32 0.10 -0.52
C -1.91313 -2.97972 4.64120 0.03 -0.05 -0.03
C -1.39832 -2.45323 3.47793 0.30 -0.22 0.07
C -2.09979 -1.30746 2.83639 -0.08 0.22 0.02
C -0.25295 -3.06071 2.87939 -0.40 -0.05 0.28
C 0.45180 -2.45932 1.79825 0.41 -0.46 0.04
O 0.21287 -1.36956 1.24369 -0.06 -0.23 0.13
C 0.23082 -4.29423 3.41869 -0.14 0.34 -0.03
C 1.30876 -5.09468 2.76003 0.13 -0.04 -0.06
C -0.34114 -4.78584 4.57248 -0.15 0.10 0.09
H -2.49800 -3.93954 7.04706 0.00 0.00 0.06
H -1.17363 -5.13141 7.09385 0.00 0.03 0.09
H -2.65174 -5.49433 6.23154 -0.05 -0.01 0.00
H -2.76864 -2.50590 5.09838 -0.12 0.07 0.05
H -3.04885 -1.12058 3.33005 -0.08 0.03 0.03
H -2.27797 -1.54254 1.79336 -0.10 0.08 -0.07
H -1.50584 -0.39364 2.86083 -0.06 -0.03 0.00
H 1.33618 -3.01292 1.45317 -0.07 0.09 -0.05
H 2.27701 -4.59635 2.80938 0.06 0.00 -0.04
H 1.06375 -5.28116 1.71480 0.10 -0.07 -0.04
H 1.40870 -6.05419 3.26094 0.04 -0.01 -0.05
H 0.01988 -5.71647 4.98382 0.10 -0.10 0.03